Entry from the OMol25 dataset: a structure of composition C11H19AsClGeMoO10SSe (ωB97M-V with the def2-TZVPD basis set).

Last column: natural (NBO) charge in e.
CARTESIAN COORDINATES (ANGSTROEM)
1 Mo 0.7407 -1.4077 0.3220  1.61
2 O -2.2032 -1.4475 0.0887  -1.03
3 As -1.7438 -0.8605 -1.4946  2.41
4 O -2.6953 0.2845 -2.1009  -1.05
5 O -0.1588 -0.3227 -0.9429  -0.99
6 C -1.4783 -2.3716 -2.6428  -0.34
7 C -2.3179 -2.3232 -3.7435  -0.20
8 C -2.2793 -3.3337 -4.7053  -0.15
9 C -1.4001 -4.3844 -4.5766  -0.17
10 C -0.5390 -4.4488 -3.4837  -0.14
11 C -0.5755 -3.4507 -2.5264  -0.40
12 S 0.5735 -3.6398 -1.2141  2.38
13 O -0.1307 -3.3211 0.0764  -0.90
14 O 1.2237 -4.8872 -1.3124  -0.84
15 O 1.5101 -2.4186 -1.2602  -0.87
16 H -3.1262 -1.2442 0.2943  0.53
17 H -3.0001 -1.4895 -3.8487  0.27
18 H -2.9452 -3.2834 -5.5560  0.24
19 H -1.3700 -5.1661 -5.3232  0.24
20 H 0.1555 -5.2696 -3.3739  0.26
21 O 2.5901 -1.5402 3.5084  -0.69
22 Cl 1.9077 -2.4066 2.6431  2.51
23 O 1.7734 -3.7266 3.0873  -0.67
24 O 2.4692 -2.3447 1.2416  -0.77
25 O 0.5047 -1.8209 2.3213  -0.78
26 C 0.5377 3.1371 4.0965  -1.10
27 Ge 0.1511 3.6133 2.2563  1.62
28 C 1.5918 4.6749 1.4992  -1.10
29 C -1.5727 4.4683 2.0425  -1.09
30 C 0.0049 1.8805 1.2646  -1.02
31 Se 1.6998 0.9407 1.1016  0.55
32 C 2.2718 1.6436 -0.6154  -0.77
33 H 0.7221 4.0369 4.6835  0.25
34 H 1.4265 2.5080 4.1599  0.24
35 H -0.3025 2.6047 4.5427  0.24
36 H 1.6502 5.6198 2.0407  0.25
37 H 1.4150 4.8996 0.4469  0.24
38 H 2.5571 4.1795 1.6084  0.23
39 H -1.5908 5.4078 2.5950  0.25
40 H -2.3688 3.8307 2.4272  0.24
41 H -1.7703 4.6828 0.9922  0.24
42 H -0.4023 1.9754 0.2577  0.26
43 H -0.6441 1.2192 1.8441  0.25
44 H 2.4640 2.7037 -0.4855  0.25
45 H 1.4873 1.4720 -1.3450  0.25
46 H 3.1870 1.1262 -0.8909  0.25

## Properties
Multiplicity = 3
Net charge = +1
Energy above the lowest of the compared OMol25 structures with the same formula, charge and spin = 1.442 eV
HOMO level (spin up / spin down) = -0.4775 / -0.4775 hartree
Expectation value of S² = 2.0139
Largest force on an atom = 0.0130 hartree/bohr